[1]
{
  "formula": "C18H27ClN2O2",
  "method": "ωB97M-V/def2-TZVPD",
  "elements": ["C", "H", "H", "H", "C", "C", "O", "N", "H", "C", "C", "H", "H", "C", "N", "H", "C", "C", "H", "H", "C", "H", "H", "H", "C", "H", "H", "H", "C", "H", "H", "H", "C", "H", "H", "H", "H", "H", "O", "C", "C", "C", "C", "C", "C", "H", "Cl", "H", "H", "H"],
  "coordinates": [[-2.419, -2.543, -1.627], [-1.854, -2.187, -2.486], [-2.281, -3.616, -1.532], [-3.473, -2.329, -1.792], [-1.911, -1.859, -0.356], [-0.433, -2.243, -0.155], [-0.121, -3.304, 0.344], [0.424, -1.322, -0.610], [0.046, -0.480, -1.012], [1.865, -1.449, -0.506], [2.565, -0.401, -1.365], [3.604, -0.716, -1.466], [2.123, -0.382, -2.363], [2.570, 1.024, -0.778], [2.955, 0.963, 0.619], [2.972, 1.895, 1.018], [2.349, 0.027, 1.553], [2.371, -1.378, 0.939], [3.403, -1.731, 0.934], [1.781, -2.059, 1.552], [0.934, 0.409, 2.032], [0.902, 1.463, 2.304], [0.174, 0.219, 1.282], [0.680, -0.177, 2.912], [3.267, 0.028, 2.787], [2.985, -0.768, 3.471], [3.196, 0.978, 3.312], [4.299, -0.119, 2.480], [1.246, 1.775, -1.031], [1.365, 2.820, -0.746], [0.422, 1.373, -0.451], [0.987, 1.744, -2.088], [3.681, 1.813, -1.493], [4.648, 1.364, -1.286], [3.515, 1.818, -2.568], [3.703, 2.842, -1.142], [2.113, -2.450, -0.885], [-2.460, -2.223, 0.521], [-1.995, -0.442, -0.448], [-3.177, 0.195, -0.238], [-3.138, 1.585, -0.367], [-4.276, 2.337, -0.166], [-5.477, 1.729, 0.166], [-5.506, 0.353, 0.294], [-4.375, -0.425, 0.097], [-4.453, -1.494, 0.210], [-6.989, -0.435, 0.706], [-6.370, 2.311, 0.323], [-4.233, 3.410, -0.270], [-2.202, 2.055, -0.627]],
  "mulliken_charge": [-1.42, 0.33, 0.42, 0.45, 0.44, 0.02, -0.69, 0.13, 0.20, -0.04, -1.70, 0.54, 0.44, 1.69, -0.30, 0.43, 1.72, -1.72, 0.51, 0.60, -1.53, 0.34, 0.12, 0.46, -2.01, 0.37, 0.43, 0.48, -1.52, 0.44, 0.23, 0.34, -2.10, 0.47, 0.39, 0.43, 0.42, 0.46, -0.26, 0.64, -0.59, -0.48, -0.64, -0.05, -0.33, 0.43, -0.23, 0.42, 0.41, 0.41],
  "smiles": "C[C@H](Oc1cccc(Cl)c1)C(=O)NC1CC(C)(C)NC(C)(C)C1",
  "orbital_gap_ev": 9.363,
  "relative_energy_kcal_mol": 0.00,
  "e_lumo_ha": 0.0248
}

[2]
{
  "formula": "C24H56N8O8",
  "method": "ωB97M-V/def2-TZVPD",
  "elements": ["C", "C", "O", "N", "C", "H", "H", "H", "H", "H", "H", "H", "C", "C", "O", "N", "C", "H", "H", "H", "H", "H", "H", "H", "C", "C", "O", "N", "C", "H", "H", "H", "H", "H", "H", "H", "C", "C", "O", "N", "C", "H", "H", "H", "H", "H", "H", "H", "C", "C", "O", "N", "C", "H", "H", "H", "H", "H", "H", "H", "C", "C", "O", "N", "C", "H", "H", "H", "H", "H", "H", "H", "C", "C", "O", "N", "C", "H", "H", "H", "H", "H", "H", "H", "C", "C", "O", "N", "C", "H", "H", "H", "H", "H", "H", "H"],
  "coordinates": [[-0.546, 0.610, 1.323], [-0.827, -0.257, 0.115], [-1.713, -1.081, 0.047], [0.009, -0.084, -0.932], [-0.027, -0.805, -2.251], [0.232, 1.373, 1.431], [-0.506, -0.217, 2.033], [-1.328, 1.185, 1.447], [0.736, 0.660, -0.720], [-0.045, 0.053, -2.970], [-1.115, -1.223, -2.218], [0.902, -1.490, -2.327], [4.003, -5.361, 1.703], [3.413, -4.214, 0.897], [3.823, -3.093, 1.293], [2.404, -4.394, 0.165], [1.693, -3.311, -0.480], [5.121, -5.159, 1.846], [4.001, -6.278, 0.947], [3.701, -5.455, 2.708], [1.938, -5.378, -0.106], [1.828, -2.376, 0.036], [0.640, -3.501, -0.609], [2.133, -2.962, -1.478], [3.870, -1.480, -5.702], [2.569, -2.202, -5.136], [2.547, -2.491, -3.980], [1.621, -2.451, -6.004], [0.326, -3.031, -5.746], [4.024, -0.543, -5.436], [3.968, -1.386, -6.818], [4.766, -1.962, -5.459], [1.897, -2.028, -6.812], [-0.282, -3.124, -6.497], [-0.059, -2.585, -4.918], [0.605, -4.188, -5.559], [1.043, 0.888, 6.584], [1.655, 0.593, 5.239], [1.724, 1.550, 4.465], [2.151, -0.562, 4.848], [2.768, -1.006, 3.536], [1.224, -0.043, 7.354], [-0.034, 1.003, 6.468], [1.469, 1.988, 7.152], [1.971, -1.376, 5.456], [3.379, -1.836, 3.647], [3.348, -0.237, 3.286], [2.075, -1.281, 2.792], [-2.265, 6.294, 0.188], [-1.486, 5.193, 0.954], [-0.671, 4.597, 0.359], [-1.737, 5.220, 2.249], [-1.388, 4.124, 3.279], [-1.884, 7.380, 0.551], [-3.333, 6.207, 0.204], [-1.958, 6.191, -0.773], [-2.370, 5.988, 2.567], [-1.299, 4.477, 4.231], [-0.282, 3.907, 3.050], [-2.034, 3.192, 3.124], [-4.408, -1.368, 2.876], [-3.734, -2.716, 2.709], [-4.084, -3.674, 3.499], [-2.899, -2.863, 1.783], [-1.989, -4.059, 1.543], [-3.485, -0.684, 2.504], [-4.634, -1.153, 3.939], [-5.183, -1.235, 2.125], [-2.801, -2.213, 1.188], [-2.165, -5.005, 1.805], [-1.163, -3.744, 2.212], [-1.593, -4.062, 0.695], [0.371, 3.168, -2.850], [1.580, 2.727, -1.898], [2.576, 2.393, -2.441], [1.364, 2.783, -0.582], [2.482, 2.667, 0.291], [0.021, 3.980, -2.529], [-0.487, 2.433, -2.793], [0.747, 3.147, -3.756], [0.675, 3.455, -0.288], [3.115, 3.535, 0.407], [3.038, 1.587, 0.113], [2.141, 2.624, 1.414], [-3.611, -0.138, -3.379], [-3.636, 1.297, -2.772], [-4.365, 2.100, -3.230], [-2.841, 1.428, -1.701], [-2.745, 2.677, -0.994], [-2.624, -0.553, -3.591], [-4.086, -0.054, -4.353], [-4.087, -0.954, -2.769], [-2.104, 0.790, -1.473], [-2.134, 3.308, -1.327], [-2.233, 2.714, -0.083], [-3.407, 3.442, -0.935]],
  "mulliken_charge": [-1.79, 1.21, -0.93, 0.49, -0.22, 0.03, 0.37, 0.56, -0.41, 0.39, 0.07, -0.26, -1.05, 0.62, -0.68, -0.05, -0.77, 0.28, 0.30, 0.28, 0.33, 0.23, 0.36, 0.17, -1.27, 0.69, -0.64, -0.12, -0.67, 0.39, 0.35, 0.34, 0.15, 0.46, 0.03, 0.23, -0.88, 0.71, -0.64, -0.18, -1.06, 0.27, 0.25, 0.24, 0.22, 0.46, 0.40, 0.21, -1.60, 0.68, -0.70, -0.19, -0.72, 0.34, 0.41, 0.44, 0.26, 0.46, 0.16, 0.18, -0.48, 0.75, -0.76, 0.08, -1.40, -0.11, 0.29, 0.25, 0.25, 0.53, 0.37, 0.41, -1.62, 1.07, -0.65, 0.18, -0.75, 0.72, 0.10, 0.49, 0.11, 0.42, 0.24, 0.08, -0.73, 0.66, -0.64, 0.43, -2.74, 0.04, 0.38, 0.19, 0.08, 1.24, 0.47, 0.84],
  "smiles": "CNC(C)=O.CNC(C)=O.CNC(C)=O.CNC(C)=O.CNC(C)=O.CNC(C)=O.CNC(C)=O.CNC(C)=O",
  "orbital_gap_ev": 8.989,
  "relative_energy_kcal_mol": 291.08,
  "e_lumo_ha": 0.0138
}

[3]
{
  "formula": "C29H28MoN4O8P",
  "method": "ωB97M-V/def2-TZVPD",
  "elements": ["Mo", "O", "C", "C", "C", "N", "C", "C", "C", "O", "O", "C", "O", "O", "H", "H", "H", "N", "C", "C", "C", "C", "C", "C", "C", "C", "C", "C", "C", "C", "N", "C", "C", "C", "C", "N", "H", "H", "H", "H", "H", "H", "H", "H", "H", "H", "C", "C", "O", "P", "O", "C", "C", "O", "C", "C", "H", "H", "H", "H", "H", "H", "H", "H", "H", "H", "H", "H", "H", "H", "H"],
  "coordinates": [[-0.255, -0.271, -0.566], [4.869, 2.394, 1.650], [3.779, 1.801, 1.252], [3.022, 0.907, 2.043], [1.911, 0.346, 1.485], [1.529, 0.598, 0.225], [2.187, 1.531, -0.496], [3.318, 2.136, -0.045], [1.425, 1.863, -1.739], [1.729, 2.575, -2.621], [0.226, 1.163, -1.679], [0.872, -0.466, 2.189], [0.861, -0.821, 3.311], [-0.160, -0.698, 1.301], [5.144, 2.190, 2.558], [3.272, 0.697, 3.077], [3.830, 2.885, -0.636], [-7.385, 2.205, -7.218], [-6.611, 1.820, -6.463], [-5.642, 1.339, -5.516], [-4.328, 1.801, -5.574], [-3.395, 1.330, -4.670], [-3.773, 0.417, -3.680], [-5.096, -0.031, -3.619], [-6.021, 0.414, -4.542], [-2.775, -0.052, -2.706], [-1.621, -0.661, -3.171], [-1.292, -0.944, -4.514], [-0.020, -1.490, -4.546], [0.403, -1.586, -3.233], [-0.551, -1.137, -2.367], [-3.033, 0.170, -1.330], [-4.140, 0.731, -0.749], [-3.992, 0.689, 0.668], [-2.787, 0.141, 0.938], [-2.134, -0.204, -0.263], [-4.046, 2.529, -6.323], [-2.380, 1.709, -4.702], [-5.393, -0.766, -2.880], [-7.039, 0.050, -4.517], [-1.951, -0.785, -5.354], [0.536, -1.811, -5.411], [1.349, -1.956, -2.880], [-4.986, 1.135, -1.285], [-4.710, 1.031, 1.397], [-2.300, -0.041, 1.880], [0.677, -5.873, -0.614], [1.211, -4.942, -1.664], [0.951, -3.485, -1.366], [0.488, -2.737, -0.113], [1.550, -2.723, 1.020], [2.923, -3.301, 1.047], [3.139, -3.923, 2.398], [-0.832, -3.335, 0.407], [-1.322, -3.478, 1.812], [-1.969, -4.826, 1.958], [0.951, -6.890, -0.900], [-0.408, -5.825, -0.551], [1.118, -5.685, 0.368], [0.736, -5.081, -2.630], [2.290, -5.001, -1.780], [3.598, -2.469, 0.860], [3.008, -4.016, 0.234], [3.005, -3.190, 3.193], [4.160, -4.302, 2.449], [2.460, -4.758, 2.568], [-2.031, -2.667, 1.949], [-0.470, -3.339, 2.474], [-2.774, -4.959, 1.237], [-2.399, -4.886, 2.959], [-1.249, -5.636, 1.855]],
  "mulliken_charge": [0.10, -0.44, 0.79, -0.58, 0.07, -0.08, 0.57, -0.59, -0.18, -0.42, -0.40, -0.13, -0.48, -0.14, 0.36, 0.54, 0.61, -0.37, -0.28, 0.51, -0.92, -0.35, 0.84, -0.45, -0.89, 0.98, -0.18, -0.23, -1.66, -0.38, 0.74, -0.49, 0.02, -1.50, -0.55, 0.26, 0.50, 0.58, 0.62, 0.50, 0.77, 0.52, 0.81, 0.78, 0.50, 0.72, -0.89, -0.37, -0.04, 1.05, 0.05, -0.07, -1.29, -0.04, 0.25, -1.44, 0.52, 0.25, 0.14, 0.42, 0.34, 0.34, 0.17, 0.32, 0.48, 0.29, 0.15, 0.22, 0.35, 0.44, 0.34],
  "total_charge": 3,
  "orbital_gap_ev": 4.526,
  "e_lumo_ha": -0.4377
}

[4]
{
  "formula": "C6H9NO",
  "method": "ωB97M-V/def2-TZVPD",
  "elements": ["C", "C", "C", "C", "C", "C", "N", "O", "H", "H", "H", "H", "H", "H", "H", "H", "H"],
  "coordinates": [[0.074, 1.228, -1.361], [1.699, -1.334, 0.059], [-0.033, 1.143, 0.133], [-1.712, 0.140, 0.627], [-0.748, -0.847, 0.518], [0.625, -0.557, 0.772], [-2.819, 0.635, 0.856], [0.125, 2.010, 0.954], [-3.395, 0.121, 1.528], [-0.954, -1.551, -0.290], [0.890, -0.198, 1.761], [-0.078, 0.268, -1.844], [1.058, 1.625, -1.616], [-0.691, 1.922, -1.715], [1.386, -1.629, -0.945], [1.970, -2.247, 0.599], [2.604, -0.730, -0.036]],
  "mulliken_charge": [-1.03, -1.31, 0.86, 0.36, -0.43, -0.15, -0.62, -0.56, 0.27, 0.26, 0.39, 0.28, 0.31, 0.36, 0.30, 0.37, 0.33],
  "orbital_gap_ev": 7.342,
  "relative_energy_kcal_mol": 103.10,
  "e_lumo_ha": -0.0072
}